1.
Below is a structure of composition C9H17FN3O2 in a non-equilibrium geometry, with properties calculated with ωB97M-V/def2-TZVPD.

```
32
Properties=species:S:1:pos:R:3:forces:R:3
C -0.4890 1.3266 0.7319 1.1 2.0 0.4
C 3.3778 -1.6142 -0.7409 0.4 0.3 -0.6
C -1.0515 1.0111 -0.4081 -2.3 -2.0 -2.2
C -2.0202 -1.0926 0.3890 -2.4 -0.4 0.1
C -2.8764 -0.6536 -1.9925 -2.6 0.9 -0.3
C 0.8886 1.9648 0.9666 -0.6 2.2 -0.9
C 2.5598 -1.4540 0.5258 3.3 2.2 1.3
C 1.8680 0.8704 1.2600 1.4 -0.6 -0.1
C -2.7749 -0.0560 -0.5715 5.0 0.1 -0.2
N 3.1157 -0.7993 -1.6800 -2.0 -0.6 4.5
N -3.8381 0.6379 -0.0665 -0.6 -0.1 1.0
N 1.6338 -0.3210 0.3439 0.6 0.4 0.6
O -0.9067 -1.5727 0.3019 -1.3 0.7 -0.4
O -2.8165 -1.5128 1.3927 2.8 -1.1 0.4
F -0.3964 0.9645 -1.6224 0.0 0.6 1.2
H -1.0287 1.2379 1.6348 -1.1 -0.4 0.7
H 4.1374 -2.4405 -0.6669 -0.6 0.8 -0.6
H -3.5374 -0.0293 -2.7080 1.4 -0.3 1.2
H -1.8917 -0.7697 -2.3847 0.4 -0.4 -0.4
H -3.5095 -1.5883 -2.0214 1.1 0.5 0.6
H 1.1517 2.4581 0.0099 0.1 -0.2 0.4
H 0.8863 2.8751 1.7443 -0.1 -2.5 -1.4
H 2.1019 -2.3323 0.7717 -1.8 -2.3 0.4
H 3.3036 -1.3266 1.4641 -1.6 0.3 -2.1
H 2.9255 1.0587 1.0483 -0.2 0.7 0.2
H 1.8143 0.5935 2.3149 -0.2 -0.6 -0.2
H 3.4920 -0.7748 -2.5434 2.2 -0.5 -3.3
H -4.2560 1.3620 -0.6531 0.3 -0.5 0.3
H -3.7031 0.9224 0.9052 -0.3 0.3 -0.6
H -3.7017 -1.2358 1.5027 -1.6 0.9 -0.6
H 1.7110 -0.0881 -0.6771 0.6 0.4 0.3
H 0.6846 -0.6050 0.4078 -1.6 -0.8 0.4
```
Positions in Å, forces in eV/Å.

Properties
Total charge ... +1
Electronic energy ... -767.39879 Eh
Energy relative to the best compared isomer or geometry (same formula, charge and spin) ... 160.9 kJ/mol

***

2.
Below is the ion C9H17N2O with charge +1 in a non-equilibrium geometry, with properties calculated with ωB97M-V/def2-TZVPD.

```
29
Properties=species:S:1:pos:R:3:forces:R:3
O -3.8629 0.6134 1.3604 -0.4 0.4 -1.6
C -3.2123 0.9873 0.1822 1.8 3.0 0.1
N -1.7628 0.5830 0.3243 -2.5 -1.1 2.6
C -1.7904 -1.0069 0.5212 3.2 0.1 -3.6
N -0.5057 -1.5120 0.8808 -1.0 -0.5 0.1
C 0.6367 -1.0486 0.2678 -2.7 7.1 -3.2
C 0.4569 0.2813 -0.4836 1.4 -6.0 1.8
C 1.6473 1.0516 -0.9634 -0.2 -0.2 -3.3
C 2.9738 0.2727 -1.0173 -3.3 -2.2 0.4
C 3.0668 -0.5578 0.2656 -2.8 0.0 -0.9
C 1.9183 -1.6497 0.5068 4.3 -0.4 -1.4
C -0.8768 0.9156 -0.7385 1.2 -0.7 -2.0
H -4.7705 0.5876 1.0184 -0.3 -0.3 1.1
H -3.1869 2.1182 -0.0443 0.0 -1.3 0.9
H -3.6000 0.6270 -0.7323 -0.5 -1.3 -0.8
H -1.4862 0.9868 1.2650 0.1 -0.5 -1.4
H -2.0386 -1.4051 -0.5287 0.2 0.9 1.4
H -2.5623 -1.1867 1.1608 -1.7 -0.7 2.0
H -0.3139 -1.8508 1.7998 -0.5 -0.3 0.6
H 1.4061 1.6602 -1.9388 0.5 -1.2 1.5
H 1.6733 1.7489 -0.1993 0.8 2.1 1.4
H 3.0726 -0.4253 -1.8785 -0.6 0.4 0.4
H 3.8319 0.8189 -1.0582 2.0 2.3 -0.2
H 2.8812 -0.0109 1.1608 0.5 1.4 0.5
H 4.0534 -0.8562 0.2222 1.9 -1.7 0.7
H 2.2853 -1.9558 1.4902 -1.4 -0.4 0.3
H 2.1207 -2.5121 -0.1782 -0.5 0.4 0.5
H -0.7319 1.9435 -0.8966 0.2 1.9 1.0
H -1.3233 0.7818 -1.7685 0.1 -1.1 1.0
```
Positions in Å, forces in eV/Å.

Properties
Total charge ... +1
Electronic energy ... -537.53592 Eh
Structure (SMILES) ... OC[N@H+]1CNC2=C(CCCC2)C1
Energy relative to the best compared isomer or geometry (same formula, charge and spin) ... 267.6 kJ/mol